[1]
DFT (ωB97M-V with the def2-TZVPD basis set) results for the molecule C6H13N.

## Properties
* orbital gap: 10.33 eV
* net charge: 0
* E_HOMO: -0.334 hartree
* SMILES: CCCN1C[C@H]1C
* LUMO level: 1.236 eV

CARTESIAN COORDINATES (ANGSTROEM)
C1 2.9403 -0.1719 -0.0076
C2 1.5067 -0.6686 -0.1747
C3 0.5831 0.3264 -0.8744
N1 -0.7993 -0.1018 -0.7196
C4 -1.8223 0.9233 -0.8256
C5 -1.4545 0.3493 0.4936
C6 -2.3149 -0.6388 1.2378
H1 2.9656 0.7827 0.5320
H2 3.4398 -0.0238 -0.9715
H3 3.5343 -0.8906 0.5671
H4 1.4900 -1.6144 -0.7290
H5 1.0830 -0.8848 0.8148
H6 0.8118 0.3810 -1.9467
H7 0.7418 1.3414 -0.4589
H8 -2.7456 0.6192 -1.3160
H9 -1.5069 1.9460 -1.0378
H10 -0.8582 1.0101 1.1301
H11 -3.0146 -0.1246 1.9061
H12 -2.8872 -1.2528 0.5361
H13 -1.6929 -1.3073 1.8442

Partial charges, Löwdin, in e: -0.120, -0.252, -0.239, -0.093, -0.113, -0.358, -0.059, 0.070, 0.071, 0.068, 0.110, 0.104, 0.123, 0.116, 0.105, 0.105, 0.137, 0.074, 0.079, 0.071

[2]
DFT (ωB97M-V with the def2-TZVPD basis set) results for a cluster of 2 separate species, C3H13N3 in total.

## Properties
* orbital gap: 9.64 eV
* net charge: 0
* E_HOMO: -0.317 hartree
* SMILES: CCN.NCN
* LUMO level: 1.013 eV

CARTESIAN COORDINATES (ANGSTROEM)
C1 1.8357 1.1054 -2.0981
C2 1.3107 0.6808 -0.6965
N1 2.4956 0.5442 0.1700
H1 1.6561 2.1211 -2.2421
H2 1.2959 0.6294 -2.8554
H3 2.9306 0.9056 -2.3842
H4 0.7014 -0.3808 -0.8337
H5 0.5406 1.3584 -0.2682
H6 2.1525 0.1994 1.0294
H7 2.8292 1.4719 0.4223
N2 -1.8178 -1.6966 1.9493
C3 -1.5207 -0.6236 1.1292
N3 -2.4619 -0.3924 0.0039
H8 -2.3665 -2.4754 1.6275
H9 -1.9216 -1.7477 2.9696
H10 -0.5455 -0.9524 0.7210
H11 -1.4138 0.3774 1.6250
H12 -3.2481 0.1592 0.3711
H13 -2.4523 -1.2838 -0.6400

Partial charges, Löwdin, in e: -0.118, -0.337, -0.031, 0.031, 0.030, 0.102, 0.132, 0.094, 0.029, 0.067, -0.036, -0.441, -0.031, 0.061, 0.077, 0.069, 0.124, 0.061, 0.117

[3]
DFT (ωB97M-V with the def2-TZVPD basis set) results for a structure of composition C14H11I2NS6Ti.

## Properties
* orbital gap (spin up / spin down): 5.47 / 5.47 eV
* net charge: 0
* E_HOMO (spin up / spin down): -0.257 / -0.257 hartree
* LUMO level (spin up / spin down): -1.521 / -1.521 eV

CARTESIAN COORDINATES (ANGSTROEM)
Ti1 -0.1384 1.0179 -1.6905
S1 3.8677 0.4120 0.3723
C1 4.2007 0.6326 -1.2949
C2 3.0725 0.8696 -2.0207
C3 1.8910 0.8585 -1.2233
C4 2.1915 0.6324 0.0903
C5 1.1355 0.6618 1.0848
C6 1.3496 0.5699 2.4547
C7 0.2803 0.6919 3.3161
C8 -0.9817 0.9217 2.7905
C9 -1.1235 1.0065 1.4203
N1 -0.0988 0.8687 0.5652
H1 5.2182 0.5733 -1.6476
H2 3.0814 1.0306 -3.0894
H3 2.3538 0.4080 2.8215
H4 0.4269 0.6240 4.3861
H5 -1.8478 1.0487 3.4229
H6 -2.0888 1.2114 0.9828
I1 -2.8881 1.2002 -1.5561
C10 -2.9722 3.2935 -0.8003
I2 0.0917 3.2427 -2.8598
H7 -1.9633 3.3819 -0.3600
H8 -3.6518 3.1521 0.0585
C11 -3.2873 -2.1811 0.0496
S2 -2.4951 -2.2507 -1.5704
C12 -0.8053 -2.2855 -1.1318
C13 0.1876 -1.7209 -1.8636
S3 -0.0313 -0.6412 -3.2456
S4 1.8132 -2.2631 -1.4782
C14 1.4217 -3.2137 -0.0953
S5 2.5169 -3.9398 0.8706
S6 -0.2957 -3.3312 0.1677
H9 -4.3559 -2.1514 -0.1568
H10 -3.0030 -1.2713 0.5763
H11 -3.0722 -3.0598 0.6539

Partial charges, Löwdin, in e: 0.012, 1.055, -0.390, -0.223, -0.411, -0.561, -0.263, -0.004, -0.034, -0.038, -0.146, 0.022, 0.072, 0.104, 0.111, 0.118, 0.113, 0.017, 0.815, -0.540, 0.470, -0.150, -0.119, -0.406, 0.786, -0.984, -1.072, 0.591, 0.945, -1.482, 0.578, 0.938, 0.044, 0.010, 0.025

Record order is preserved below.
E: -7921.9584; -7790.0839; -120513.4673 eV
Record order is preserved below.
ΔE to the lowest compared entry with this formula, charge and spin: 0.875; 1.940; 2.783 eV